# 1
A molecular structure, C8H12AuB2F4N5O7. Source: the OMol25 dataset; level of theory: the ωB97M-V functional and the def2-TZVPD basis.

Results
E_HOMO (spin up / spin down)   -0.645 / -0.646 Eh
Net charge   +2
HOMO-LUMO gap (spin up / spin down)   7.740 / 6.608 eV
Spin multiplicity   3

The geometry in XYZ format:
```
39
Properties=species:S:1:pos:R:3:forces:R:3
Au 0.2771 -0.3093 1.3908 -0.2 0.0 0.2
C -1.4794 -3.4684 -1.0731 0.0 0.0 0.0
C -1.2619 -2.1460 -0.4256 0.2 0.0 0.0
N -0.1182 -1.8659 0.1247 -0.2 0.2 0.1
O 0.8760 -2.6965 -0.0526 0.2 -0.1 0.0
B 2.2015 -2.4372 0.7381 -0.3 -0.4 0.0
F 1.8926 -2.2666 2.0578 0.1 0.1 0.0
F 3.0640 -3.3675 0.3832 0.0 0.1 0.0
O 2.7172 -1.0798 0.1658 0.0 0.4 0.0
N 1.9420 -0.0363 0.2364 -0.1 -0.6 0.2
C 2.3554 1.0631 -0.3449 -0.2 0.8 -0.4
C 3.7261 1.1518 -0.9178 0.0 -0.1 0.1
C 1.4142 2.1716 -0.5277 0.8 0.3 -0.4
N 0.1933 1.9640 -0.0906 -0.8 -0.9 0.6
O -0.6622 2.8942 -0.0387 0.1 0.2 -0.4
B -2.1739 2.4140 0.3308 0.4 0.2 0.1
F -2.0949 1.9616 1.5960 -0.1 -0.1 0.1
F -2.9659 3.3954 -0.0251 -0.1 0.0 0.0
O -2.4432 1.1952 -0.6306 0.1 -0.2 0.0
N -1.8870 0.1027 -0.2869 -0.1 0.0 -0.1
C -2.3087 -1.0999 -0.4830 -0.1 0.1 0.0
C -3.7321 -1.4161 -0.7701 0.0 0.0 0.0
C 1.7967 3.3832 -1.2925 0.0 0.0 0.2
H -0.8507 -4.2217 -0.6046 0.0 0.0 0.0
H -1.2052 -3.4196 -2.1315 0.0 0.0 0.0
H -2.5252 -3.7591 -1.0056 0.0 0.0 0.0
H 4.3803 0.4081 -0.4738 0.0 0.0 0.0
H 4.1331 2.1485 -0.7507 0.0 0.0 0.0
H 3.6949 0.9789 -1.9976 0.0 0.0 0.0
H -4.3443 -0.5192 -0.7586 0.0 0.0 0.0
H -4.1171 -2.1378 -0.0474 0.0 0.0 0.0
H -3.7827 -1.8784 -1.7614 0.0 0.0 0.0
H 2.3156 3.1267 -2.2159 0.0 0.0 0.0
H 2.4975 3.9572 -0.6724 0.0 0.0 -0.1
H 0.9316 4.0036 -1.5062 0.0 0.0 0.0
O -1.0759 0.8214 4.5552 0.0 0.0 0.1
N -0.6428 0.4777 3.5447 0.0 0.1 -0.1
O -1.1269 -0.5122 2.8210 0.1 0.1 -0.1
O 0.3892 1.0186 2.9404 0.0 -0.2 -0.1
```
Forces are in eV/Å.


# 2
C3H3N3O in the gas phase. Source: the OMol25 dataset; level of theory: the ωB97M-V functional and the def2-TZVPD basis.

Results
E_HOMO   -0.373 Eh
Net charge   0
HOMO-LUMO gap   9.765 eV
ΔE to the lowest compared entry with this formula, charge and spin   320.0 kJ/mol
Spin multiplicity   1
SMILES   C=NNC(=O)C#N

The geometry in XYZ format:
```
10
Properties=species:S:1:pos:R:3:forces:R:3
C -1.9913 -0.4618 0.0585 1.4 3.6 -0.3
C 1.4224 0.6335 -0.1050 -1.4 -1.1 -0.6
C 2.2818 -0.6322 -0.2472 1.6 -7.3 3.5
H -2.5563 -1.3108 0.2412 -1.1 -1.5 -0.3
H -2.5228 0.6057 0.2354 1.4 -2.3 -0.2
H -0.4898 1.2901 0.0160 -0.8 2.9 0.6
N -0.7451 -0.6053 -0.2430 -0.9 -0.9 1.3
N 0.0275 0.4971 -0.1373 1.6 -2.2 -1.0
N 2.7204 -1.7445 0.1235 -3.0 8.3 -3.1
O 1.8531 1.7283 0.0580 1.2 0.6 0.2
```
Forces are in eV/Å.


# 3
A molecular structure, C32H20IN6O6Ti. Source: the OMol25 dataset; level of theory: the ωB97M-V functional and the def2-TZVPD basis.

Results
E_HOMO (spin up / spin down)   -0.141 / -0.165 Eh
Net charge   -1
HOMO-LUMO gap (spin up / spin down)   5.892 / 6.043 eV
Spin multiplicity   3

The geometry in XYZ format:
```
66
Properties=species:S:1:pos:R:3:forces:R:3
Ti -0.5803 0.7924 -0.3366 0.0 0.2 -0.1
O -1.4628 -0.6519 3.5912 0.1 0.0 0.0
C -1.4442 -0.0232 2.3993 -0.1 0.0 0.0
O -0.4337 -0.1111 1.6531 0.0 0.0 0.0
C -2.5443 0.7444 1.9886 0.0 0.0 0.0
C -3.7566 1.0228 2.6658 0.0 0.0 0.0
C -4.6600 1.8636 2.0857 0.0 0.1 -0.1
C -4.3680 2.4686 0.8261 -0.1 0.0 0.1
C -3.1863 2.1480 0.2261 0.0 0.0 0.1
N -2.2991 1.2993 0.7639 -0.1 0.0 0.0
C -2.6476 2.7334 -1.0513 0.3 -0.1 -0.2
O -3.2623 3.5218 -1.7285 0.0 0.1 0.0
O -1.4426 2.2737 -1.2968 -0.2 0.0 0.1
H -0.6009 -1.0839 3.6785 0.0 0.0 0.0
H -3.9427 0.5691 3.6295 0.0 0.0 0.0
H -5.5911 2.0860 2.5902 0.0 0.0 0.0
H -5.0296 3.1724 0.3430 0.0 0.0 0.0
C -3.7481 -1.9301 -1.3659 0.0 0.0 0.0
C -3.0996 -3.1301 -1.8111 -0.1 0.0 0.0
C -1.7710 -3.2357 -1.7511 0.1 0.0 0.0
C -0.8870 -2.1559 -1.2186 -0.1 0.1 0.0
N -1.5996 -0.9277 -0.8054 -0.1 -0.2 -0.1
C -2.9661 -0.9277 -0.9108 0.2 0.1 0.0
N 1.1745 -1.7720 -0.8160 -0.2 0.1 0.1
C 1.9500 -0.7331 -0.3372 0.1 0.1 0.0
N 1.4701 0.4993 0.0012 0.2 -0.1 0.0
C 2.5315 1.2893 0.3725 0.1 -0.2 0.0
N 2.5856 2.5391 0.7484 -0.1 0.1 0.0
C 1.4933 3.3026 1.0110 0.2 -0.1 0.0
C 1.7975 4.6360 1.3848 0.0 0.0 0.0
C 0.8125 5.4921 1.7794 0.0 0.0 0.0
C -0.4983 5.0106 1.8226 0.0 0.0 0.0
C -0.7234 3.7190 1.4172 0.1 0.0 0.0
N 0.2180 2.8591 0.9779 0.0 0.0 -0.1
C 3.7450 0.4888 0.2635 0.0 0.2 0.1
C 5.0801 0.7890 0.5166 0.0 0.0 0.0
C 6.0134 -0.2089 0.3123 0.0 -0.1 0.0
C 5.6264 -1.4894 -0.1382 0.0 0.0 0.0
C 4.3063 -1.7907 -0.3889 0.0 0.1 0.0
C 3.3615 -0.7773 -0.1792 0.0 -0.2 -0.1
H -4.8176 -1.7931 -1.4122 0.0 0.0 0.0
H -3.6821 -3.9520 -2.2123 0.0 0.0 0.0
H -1.2826 -4.1329 -2.1008 0.0 0.0 0.0
H -3.4483 -0.0133 -0.6124 0.0 0.0 0.0
H 2.8385 4.9229 1.3533 0.0 0.0 0.0
H 1.0471 6.5113 2.0618 0.0 0.0 0.0
H -1.3305 5.6183 2.1479 0.0 0.0 0.0
H -1.7307 3.3445 1.4513 0.0 0.0 0.0
H 5.3647 1.7764 0.8562 0.0 0.0 0.0
H 7.0622 -0.0100 0.4956 0.0 0.0 0.0
H 6.3869 -2.2455 -0.2913 0.0 0.0 0.0
H 3.9943 -2.7666 -0.7404 0.0 0.0 0.0
I 1.6323 -6.6600 -0.7978 0.0 -0.1 0.0
C 1.0675 -4.6541 -1.0744 0.0 0.1 -0.1
C 1.2578 -4.1683 -2.4542 0.0 0.0 0.1
C 0.9247 -2.9617 -2.9163 0.0 0.0 0.0
C 0.4171 -1.8137 -2.0840 0.1 -0.1 -0.1
C 0.1455 -2.5462 -0.1002 0.1 -0.1 0.0
C 0.5390 -4.0038 -0.0398 0.0 0.0 0.0
C 0.3603 -0.5207 -2.8764 -0.1 0.3 0.0
O 0.5410 -0.4864 -4.0768 0.0 -0.1 0.0
O 0.0889 0.5150 -2.1459 0.1 0.0 0.0
H 1.6581 -4.8883 -3.1562 0.0 0.0 0.0
H 1.0560 -2.7489 -3.9700 0.0 0.0 0.0
H -0.1129 -2.1668 0.8847 0.0 0.0 0.0
H 0.4025 -4.5279 0.8981 0.0 0.0 0.0
```
Forces are in eV/Å.


# 4
9 unconnected molecules or ions with the total composition C4H26NO11. Source: the OMol25 dataset; level of theory: the ωB97M-V functional and the def2-TZVPD basis.

Results
E_HOMO   -0.510 Eh
Net charge   +1
HOMO-LUMO gap   11.150 eV
ΔE to the lowest compared entry with this formula, charge and spin   330.9 kJ/mol
Spin multiplicity   1

The geometry in XYZ format:
```
42
Properties=species:S:1:pos:R:3:forces:R:3
O -1.0797 -0.0806 -2.6438 2.5 -1.0 1.4
C 0.1090 -0.2000 -2.3027 -1.7 1.8 -2.9
O 1.1194 0.1059 -3.0985 -1.1 0.7 -3.4
C 0.6708 -0.3100 -0.9494 -2.1 -2.2 0.7
C 1.0642 1.0481 -0.5682 4.8 3.2 -1.2
C 1.9855 1.0903 0.6998 0.7 3.0 -1.2
O 1.1633 0.4962 1.6300 0.1 -0.9 4.3
N -0.5405 -0.6918 -0.1671 -1.6 -0.5 1.4
H 0.7090 0.5420 -3.9622 1.0 -1.1 2.1
H 1.4311 -1.1318 -0.8601 -0.6 0.9 0.0
H 1.5699 1.6931 -1.4987 -0.9 -2.1 2.5
H 0.2410 1.6660 -0.3588 -1.4 0.6 0.4
H 2.9583 0.5719 0.6419 -0.4 0.2 -0.5
H 2.2318 2.2644 0.9264 -0.6 -2.7 -0.4
H 1.5816 0.3270 2.5608 -0.7 0.6 -2.7
H -0.2808 -1.1934 0.7597 -0.2 -0.2 -1.3
H -1.2824 -1.1823 -0.7258 1.3 -0.4 0.4
H -1.2004 0.0675 0.0925 1.0 0.2 0.0
H -3.8160 -0.9394 0.3206 -0.3 -0.1 -0.3
H -3.1506 -0.2597 1.5442 0.3 0.0 -1.9
O -3.1651 -0.2654 0.5160 0.0 0.3 2.3
H -1.2464 2.7056 2.6754 -1.9 2.2 -1.8
H 0.1242 2.2056 2.8743 -1.3 -0.5 0.7
O -0.8002 2.1555 3.2513 3.1 -1.2 1.0
H -3.0457 3.5174 -0.8281 1.4 -1.0 0.5
H -2.6711 2.1983 -0.1172 -0.6 -0.8 0.3
O -2.2730 2.9561 -0.5255 -0.8 1.5 -0.8
H 2.4498 -4.0043 -2.2145 0.3 -0.4 -0.1
H 1.6179 -2.8540 -2.7433 0.0 -0.7 0.7
O 1.6705 -3.4945 -1.9970 -0.1 1.2 -0.6
H 1.2243 -2.6282 1.6243 -1.7 0.5 0.6
H 0.0520 -1.7524 2.5848 1.1 -2.5 -2.7
O 0.2349 -2.3897 1.7462 0.6 1.9 2.5
H 3.0688 -3.1618 0.2009 1.9 1.1 -5.0
H 3.6182 -3.3711 1.6704 -2.2 0.1 -2.2
O 2.8092 -3.3501 1.0242 0.2 -1.0 7.2
H -0.8790 2.2239 -3.1631 -0.5 0.3 -1.0
H -1.4996 2.5553 -4.6076 0.8 -0.2 0.9
O -0.6686 2.4707 -4.0877 -0.2 -0.2 0.1
H -2.3101 -0.2416 3.9334 -0.6 -0.9 0.6
H -1.7219 0.7927 3.1282 0.1 -1.2 -0.9
O -2.0739 -0.1514 3.0141 0.5 1.6 0.3
```
Forces are in eV/Å.


# 5
A molecular structure, C35H40BCl2MoN3O6SSi2. Source: the OMol25 dataset; level of theory: the ωB97M-V functional and the def2-TZVPD basis.

Results
E_HOMO (spin up / spin down)   -0.064 / -0.076 Eh
Net charge   -2
HOMO-LUMO gap (spin up / spin down)   5.806 / 6.120 eV
ΔE to the lowest compared entry with this formula, charge and spin   0.0 kJ/mol
Spin multiplicity   3

The geometry in XYZ format:
```
91
Properties=species:S:1:pos:R:3:forces:R:3
Mo -0.3573 -1.4481 0.3292 0.0 -0.8 -0.9
O -2.0370 -3.8136 3.2709 -0.2 -0.2 0.3
C -1.8715 -3.0449 2.3420 -0.1 0.6 0.1
O -1.0786 -3.1788 1.3577 0.4 0.1 -0.3
C -2.7421 -1.8013 2.2133 -0.1 0.2 -0.1
C -3.7466 -1.5639 3.1436 0.7 -0.4 -0.4
C -4.6986 -0.6190 2.8570 -0.4 -0.2 0.7
C -4.6462 0.0291 1.6585 1.3 0.4 -0.8
C -3.5159 -0.1212 0.8354 0.5 -0.6 0.5
N -2.5408 -1.0331 1.1125 -1.0 0.1 0.7
C -3.4082 0.7786 -0.4008 1.9 -0.9 0.9
O -4.4572 1.1956 -0.8267 -0.9 0.7 -0.9
O -2.2116 0.9824 -0.8390 -0.1 -0.2 0.3
H -3.7288 -2.1684 4.0337 -0.1 -0.1 0.1
H -5.4771 -0.4000 3.5783 -0.1 0.0 -0.1
H -5.3498 0.7791 1.3854 -0.5 0.3 -0.3
C 3.0186 0.8545 1.0058 -0.5 -1.0 0.6
Si 2.7278 -0.1527 -0.5525 0.1 0.9 0.7
C 4.1823 -1.3325 -0.4862 0.5 -0.4 -0.5
C 2.9789 1.1706 -1.8779 0.3 -0.4 -0.1
N 1.2817 -1.0715 -0.8500 -0.8 -0.7 -0.3
C 1.3048 -1.8346 -2.0404 -0.9 -0.7 -0.1
C 2.3306 -1.8797 -2.9785 0.8 0.2 0.0
C 2.3197 -2.7340 -4.0813 -0.2 0.1 0.3
C 1.2623 -3.5882 -4.2698 -0.5 -0.7 0.1
C 0.1844 -3.5947 -3.3891 1.2 1.4 0.7
C 0.1607 -2.6962 -2.2850 0.0 0.2 -0.2
N -0.9107 -2.5805 -1.4062 0.8 0.1 0.0
Si -2.2891 -3.5534 -1.7920 -0.4 0.1 0.0
C -3.0068 -3.0272 -3.4499 0.3 -0.3 -0.1
C -1.9819 -5.4320 -1.7370 0.1 0.3 0.3
C -3.7655 -3.3507 -0.6929 0.0 0.3 0.8
H 3.9349 1.3782 0.7823 0.7 0.1 0.0
H 3.1204 0.2232 1.9192 0.0 0.6 -0.6
H 2.2903 1.6266 1.1838 -0.5 0.2 0.2
H 4.9309 -0.9803 -1.2207 -0.1 -0.3 0.3
H 3.9245 -2.3793 -0.7178 0.1 0.4 0.0
H 4.6361 -1.2975 0.5075 0.0 0.0 0.0
H 4.0058 1.1524 -2.2478 0.1 -0.1 -0.2
H 2.7889 2.1799 -1.5303 -0.2 0.1 0.3
H 2.3033 0.9452 -2.6859 -0.2 0.1 -0.5
H 3.2531 -1.3022 -2.8572 -0.5 0.0 0.1
H 3.1521 -2.7445 -4.7561 0.4 0.0 -0.2
H 1.2546 -4.3556 -5.0392 0.2 0.2 -0.2
H -0.5997 -4.2848 -3.5679 -0.6 -0.4 0.0
H -2.2998 -3.0389 -4.2653 0.3 0.1 -0.3
H -3.4412 -2.0471 -3.3825 0.0 0.7 0.2
H -3.8222 -3.6686 -3.7352 -0.5 -0.6 -0.1
H -0.9108 -5.6191 -1.7885 0.1 -0.2 0.0
H -2.4896 -5.9847 -2.5332 0.0 0.1 0.0
H -2.3517 -5.7928 -0.7628 0.2 0.0 -0.3
H -4.2327 -2.3705 -0.7482 0.1 0.3 0.1
H -3.5376 -3.5896 0.3549 -0.2 0.0 -0.3
H -4.5264 -4.0315 -1.0526 -0.2 -0.5 -0.1
Cl 1.7846 -3.7744 0.7389 0.0 -0.2 -0.3
C 2.3189 -3.4086 2.3272 0.4 -0.1 1.0
C 3.2391 -4.2941 2.9024 -0.4 -0.3 -1.1
C 3.7145 -4.1309 4.1735 0.6 0.0 0.2
C 3.3141 -3.0195 4.8895 -0.5 0.2 0.2
C 2.4089 -2.1235 4.3421 0.2 -0.6 0.1
Cl 1.9391 -0.7973 5.3982 0.1 -0.2 -0.4
C 1.8408 -2.2922 3.0487 0.3 0.3 0.2
S 0.7519 -1.0474 2.5436 -0.5 0.5 -0.4
H 3.5730 -5.1564 2.3268 -0.2 0.2 0.0
H 4.4580 -4.8377 4.5429 -0.3 0.2 0.2
H 3.6153 -2.8728 5.9115 0.2 0.1 0.2
C -0.1848 7.7840 0.4884 0.9 -1.0 0.5
C 0.2052 6.5938 -0.4192 -0.3 0.8 -0.7
C -0.5587 6.7291 -1.7834 0.5 0.3 0.7
C 1.7132 6.6943 -0.7000 -0.6 -0.2 0.5
C -0.1362 5.2532 0.1988 -0.2 -0.4 0.2
C -0.8115 5.0779 1.4061 -0.2 0.5 0.1
C -1.2172 3.8287 1.9143 0.3 0.4 0.0
C -0.8797 2.7282 1.1626 -0.2 0.3 0.5
O -1.1605 1.4370 1.3857 0.1 0.0 0.2
B -0.7476 0.7350 0.1608 -0.7 0.5 -0.4
O 0.1613 1.6626 -0.5286 -0.4 -0.1 0.1
C -0.1236 2.8815 -0.0047 0.1 -0.5 -0.6
C 0.2133 4.1031 -0.5339 0.6 -0.1 -0.1
H 0.0741 8.7625 0.0898 -0.1 0.0 -0.4
H 0.3714 7.6702 1.4381 -0.3 0.1 -0.3
H -1.2305 7.7172 0.7159 -0.7 0.3 0.1
H -0.3211 7.7073 -2.2278 -0.3 -0.1 0.1
H -1.6314 6.5980 -1.6415 0.0 0.2 0.0
H -0.2384 5.9663 -2.4816 0.1 -0.2 -0.1
H 1.9435 7.6887 -1.0441 0.3 0.4 -0.3
H 2.0448 5.9491 -1.3979 0.1 -0.2 -0.6
H 2.2620 6.4943 0.2085 0.2 0.1 0.4
H -1.0982 5.9354 2.0085 0.1 0.0 -0.2
H -1.7280 3.8067 2.8826 0.1 -0.3 -0.5
H 0.8065 4.1630 -1.4670 -0.6 -0.1 0.6
```
Forces are in eV/Å.


# 6
2 unconnected molecules or ions with the total composition C2HClN2S. Source: the OMol25 dataset; level of theory: the ωB97M-V functional and the def2-TZVPD basis.

Results
E_HOMO (spin up / spin down)   -0.310 / -0.310 Eh
Net charge   0
HOMO-LUMO gap (spin up / spin down)   5.127 / 5.128 eV
ΔE to the lowest compared entry with this formula, charge and spin   453.6 kJ/mol
Spin multiplicity   1

The geometry in XYZ format:
```
7
Properties=species:S:1:pos:R:3:forces:R:3
C -0.0946 -0.6292 -0.0358 1.2 1.2 -0.7
C -1.1081 -1.3190 0.1672 -1.0 -1.2 -0.4
N -1.4688 1.1291 1.0871 3.1 -1.1 0.3
N -2.4743 1.4412 0.7398 -1.9 1.2 0.5
S -2.3935 -2.3007 0.2688 0.9 0.8 0.2
Cl -3.5936 0.8631 -0.5881 -0.5 -0.5 -1.1
H 0.8601 -0.2868 -0.5393 -1.8 -0.4 1.2
```
Forces are in eV/Å.


no.,F_max (eV/Å)
1,1.36
2,9.36
3,0.35
4,7.28
5,2.26
6,3.35